1.
65
Properties=species:S:1:pos:R:3 method="wB97M-V/def2-TZVPD" gap_ev=5.90 fmax_ev_per_a=3.05 charge=+1 homo_ev=-10.44
Nb -2.702 1.721 -0.889
C 3.212 5.381 -2.389
C 3.163 5.304 -1.032
C 2.619 4.163 -0.414
C 1.876 3.292 -1.170
C 2.197 3.207 -2.551
C 2.779 4.272 -3.185
P 0.756 2.079 -0.483
C 1.937 0.978 0.257
C 3.105 0.715 -0.506
C 4.031 -0.180 0.010
C 3.968 -0.609 1.332
C 2.728 -0.431 2.036
C 1.754 0.369 1.475
C -0.278 2.617 0.929
C 0.347 3.212 2.082
C -0.379 3.804 3.055
C -1.758 3.613 3.046
C -2.345 2.904 1.997
C -1.649 2.404 0.933
H 3.624 6.241 -2.861
H 3.743 6.047 -0.452
H 2.721 4.042 0.681
H 2.006 2.246 -3.073
H 3.070 4.207 -4.241
H 3.239 1.145 -1.462
H 4.932 -0.450 -0.528
H 4.763 -1.197 1.723
H 2.571 -0.911 3.073
H 0.793 0.507 1.942
H 1.402 2.975 2.182
H 0.094 4.383 3.869
H -2.398 3.948 3.860
H -3.424 2.852 1.969
Se -5.045 1.435 0.320
Sb -5.041 1.335 -2.440
Se -3.017 -0.011 -2.941
Se -1.073 3.149 -1.857
Se -3.678 3.471 -2.446
C -2.309 -5.259 0.007
N -2.414 -3.867 0.412
N -1.562 -2.839 -0.077
C -2.224 -1.617 -0.022
O -1.738 -0.517 -0.460
C -3.569 -1.981 0.458
C -3.549 -3.310 0.856
C -4.768 -4.085 1.257
C -0.179 -3.114 -0.356
C 0.520 -4.006 0.474
C 1.775 -4.453 0.081
C 2.326 -3.971 -1.147
C 1.622 -3.148 -1.953
C 0.358 -2.732 -1.576
H -3.004 -5.581 -0.863
H -2.585 -5.952 0.782
H -1.201 -5.357 -0.263
H -4.414 -1.374 0.711
H -5.544 -3.329 1.394
H -4.587 -4.625 2.212
H -5.161 -4.701 0.480
H 0.144 -4.260 1.468
H 2.333 -5.184 0.702
H 3.356 -4.241 -1.387
H 1.914 -2.702 -2.904
H -0.182 -2.022 -2.137

---

2.
119
Properties=species:S:1:pos:R:3 method="wB97M-V/def2-TZVPD" gap_ev=8.86 fmax_ev_per_a=5.13 smiles="COC[C@H](C)N.COC[C@H](C)N.NC(N)=O.NC(N)=O.NC(N)=O.NC(N)=O.NC(N)=O.CCO.CCO.CCO.CCO.CCO" homo_ev=-8.75
C -20.928 -7.555 8.955
O -19.727 -8.186 9.440
C -19.232 -7.552 10.632
C -17.930 -8.218 11.119
C -18.087 -9.764 11.175
N -17.579 -7.699 12.455
H -20.863 -6.484 9.150
H -21.832 -7.851 9.486
H -20.979 -7.773 7.889
H -19.163 -6.465 10.583
H -19.985 -7.739 11.398
H -17.066 -8.045 10.477
H -18.584 -10.099 12.085
H -17.167 -10.344 11.105
H -18.693 -10.122 10.342
H -16.757 -8.202 12.760
H -18.227 -8.073 13.134
C -9.742 -7.522 10.796
O -10.748 -7.577 11.871
C -12.082 -7.210 11.419
C -12.759 -8.353 10.610
C -14.260 -8.076 10.522
N -12.540 -9.606 11.149
H -10.008 -8.265 10.043
H -8.809 -7.774 11.300
H -9.697 -6.478 10.485
H -12.578 -7.113 12.385
H -12.065 -6.241 10.920
H -12.375 -8.237 9.596
H -14.464 -7.076 10.139
H -14.682 -8.176 11.522
H -14.842 -8.844 10.014
H -13.214 -9.929 11.829
H -11.749 -9.396 11.741
N -14.497 -10.609 14.454
C -14.466 -9.332 14.140
N -13.282 -8.815 14.137
O -15.443 -8.669 14.029
H -15.367 -11.118 14.511
H -13.605 -11.075 14.546
H -13.224 -7.807 14.103
H -12.498 -9.432 14.295
N -12.707 -4.188 15.818
C -12.521 -5.021 14.814
N -11.678 -4.548 13.900
O -13.126 -6.094 14.719
H -13.381 -4.445 16.525
H -12.239 -3.295 15.873
H -11.185 -3.715 14.189
H -11.399 -5.047 13.068
N -17.644 -10.096 15.621
C -17.610 -11.340 15.252
N -18.739 -11.714 14.753
O -16.609 -12.043 15.451
H -16.802 -9.682 15.994
H -18.278 -9.436 15.193
H -18.834 -12.675 14.457
H -19.540 -11.099 14.774
N -15.305 -5.496 12.847
C -15.641 -4.766 11.815
N -16.930 -4.914 11.588
O -14.936 -4.033 11.194
H -14.348 -5.520 13.169
H -16.043 -6.151 13.058
H -17.283 -4.295 10.872
H -17.450 -5.742 11.845
N -14.069 -7.632 17.178
C -14.470 -6.868 18.149
N -14.743 -7.577 19.274
O -14.483 -5.668 18.044
H -13.786 -7.151 16.336
H -14.030 -8.640 17.227
H -14.816 -8.582 19.210
H -14.932 -7.079 20.133
C -13.442 -12.753 18.625
C -13.823 -11.748 17.601
O -14.370 -10.659 18.379
H -14.215 -13.359 19.097
H -12.713 -12.386 19.346
H -12.995 -13.519 17.991
H -14.549 -12.055 16.847
H -12.905 -11.528 17.057
H -15.313 -10.774 18.520
C -10.843 -9.887 15.971
C -10.786 -11.335 15.543
O -11.888 -11.712 14.710
H -9.938 -9.729 16.558
H -11.712 -9.747 16.614
H -10.739 -9.326 15.042
H -10.708 -12.012 16.394
H -9.850 -11.626 15.067
H -11.991 -12.626 14.987
C -17.674 -5.005 15.343
C -17.474 -6.075 16.393
O -18.702 -6.353 17.017
H -18.122 -5.281 14.389
H -16.710 -4.578 15.067
H -18.306 -4.182 15.675
H -16.795 -5.673 17.145
H -16.972 -6.920 15.923
H -18.594 -7.210 17.436
C -9.819 -11.036 12.324
C -8.314 -11.132 12.391
O -7.768 -11.176 13.673
H -10.297 -11.847 12.873
H -10.158 -11.037 11.288
H -10.092 -10.190 12.955
H -7.984 -10.271 11.811
H -7.958 -11.926 11.735
H -7.714 -10.322 14.108
C -15.513 -16.627 15.856
C -16.075 -15.321 15.418
O -15.564 -14.362 16.167
H -15.771 -17.436 15.173
H -15.916 -16.912 16.828
H -14.436 -16.682 16.019
H -17.155 -15.184 15.471
H -15.909 -15.202 14.347
H -15.985 -13.544 15.891

---

3.
25
Properties=species:S:1:pos:R:3 method="wB97M-V/def2-TZVPD" gap_ev=7.63 fmax_ev_per_a=1.97 charge=+1 homo_ev=-11.42
C -0.916 -1.843 -2.240
Sn -0.537 -0.159 -0.985
N 1.261 1.004 1.567
H -0.638 1.554 -1.497
H 0.987 1.972 1.314
H 0.667 0.640 0.038
H -0.050 -2.044 -2.914
H -1.795 -1.624 -2.856
H -1.088 -2.755 -1.649
H 0.673 0.588 2.307
H 2.275 0.865 1.687
C -1.383 -0.401 4.454
N -1.151 -0.376 2.984
C -2.002 0.326 2.167
S -2.538 -0.224 0.622
N -2.554 1.452 2.649
C -1.765 2.451 3.406
H -2.245 0.197 4.736
H -0.496 -0.041 4.988
H -1.541 -1.441 4.738
H -1.031 -1.323 2.613
H -3.274 1.857 2.034
H -1.431 3.256 2.736
H -2.412 2.861 4.186
H -0.903 1.956 3.853

---

4.
46
Properties=species:S:1:pos:R:3 method="wB97M-V/def2-TZVPD" spin_multiplicity=3 gap_ev="6.83 / 6.32" fmax_ev_per_a=1.19 charge=+2 s_squared=2.016 homo_ev="-14.13 / -14.25"
W -0.218 1.054 -0.048
I -0.207 1.497 -2.900
C 0.280 3.486 -2.838
I -1.038 3.545 0.457
H -0.437 4.169 -3.260
H 1.271 3.731 -2.498
Cl 5.661 -2.488 -1.228
C 4.491 -1.268 -0.934
C 4.880 0.038 -0.823
C 3.938 1.070 -0.575
I 4.541 3.034 -0.395
C 2.620 0.735 -0.464
O 1.594 1.587 -0.187
C 2.208 -0.600 -0.569
N 0.868 -0.802 -0.405
C 0.414 -2.050 -0.449
C 1.250 -3.143 -0.681
C 2.599 -2.943 -0.862
C 3.119 -1.638 -0.799
H 5.927 0.289 -0.924
H -0.646 -2.185 -0.294
H 0.823 -4.134 -0.715
H 3.263 -3.778 -1.042
C -3.955 1.042 -0.735
C -3.180 -0.241 -0.527
C -3.079 -1.064 -1.793
C -3.684 -1.039 0.657
O -1.794 0.217 -0.176
H -4.974 0.790 -1.029
H -3.511 1.645 -1.528
H -3.995 1.634 0.179
H -4.086 -1.338 -2.110
H -2.522 -1.986 -1.645
H -2.626 -0.489 -2.603
H -4.691 -1.395 0.440
H -3.745 -0.415 1.549
H -3.059 -1.913 0.848
N -0.311 0.184 4.135
C 0.864 0.896 4.098
C 1.070 1.214 2.799
N 0.027 0.689 2.048
C -0.791 0.080 2.895
H -0.750 -0.196 4.961
H 1.434 1.115 4.983
H 1.863 1.788 2.352
H -1.704 -0.426 2.637